DFT (ωB97M-V/def2-TZVPD) results for a cluster of 4 separate species, C3H14NO4 in total in a non-equilibrium geometry.

```
22
Properties=species:S:1:pos:R:3:forces:R:3
O 2.18469 -1.86846 0.84688 0.32 0.04 -0.33
C 1.69695 -1.00820 1.51483 -0.67 -0.04 0.40
C 0.27360 -0.50637 1.25338 0.91 0.83 0.39
C 0.12239 0.94424 1.68235 -0.01 0.36 -0.24
N -0.03260 -0.64243 -0.18874 -0.94 -0.82 0.22
H 2.13924 -0.58416 2.43394 0.30 -0.10 -0.14
H -0.32163 -1.18442 1.86055 -0.55 -0.09 -0.31
H 0.93025 1.52646 1.22638 -0.04 0.12 0.24
H 0.13526 1.06247 2.76155 0.31 -0.15 0.10
H -0.80838 1.42267 1.37402 -0.13 -0.34 -0.19
H 0.34623 -1.49934 -0.60880 0.27 0.06 -0.01
H 0.26197 0.14408 -0.76484 0.20 0.09 0.14
H -1.05595 -0.73075 -0.29871 -0.13 0.17 -0.36
H 0.48243 4.32308 -0.10125 -0.06 -0.14 0.41
H 1.81200 4.20927 -0.71875 0.38 -0.21 0.21
O 1.32157 3.86290 0.03891 -0.35 0.27 -0.63
H 0.70936 -1.78504 -3.31190 -0.34 -0.09 0.28
H -0.78641 -2.12761 -3.20880 0.28 0.10 0.15
O -0.03676 -1.80207 -2.68753 0.14 -0.02 -0.46
H -2.96484 -2.01933 -1.03241 0.00 -0.02 0.13
H -3.57202 -0.64813 -1.26052 0.19 0.12 0.19
O -2.83735 -1.08887 -0.81055 -0.09 -0.16 -0.22
```
Forces are in eV/Å.

The calculation puts the LUMO energy at -3.08 eV. The frontier orbital gap comes out at 11.01 eV. Its spin multiplicity is 1. Its charge is +1.

Results of the natural (NBO) charge analysis, in e, for atoms 1 through 4: O -0.482; C 0.436; C -0.168; C -0.649

DFT (ωB97M-V/def2-TZVPD) results for a structure of composition C3H8N2OS2 in a non-equilibrium geometry.

```
16
Properties=species:S:1:pos:R:3:forces:R:3
C -0.21277 -0.58193 2.65027 -1.84 1.81 2.93
C -0.19488 0.16003 -0.78907 2.26 -2.56 2.33
C -0.90380 1.21708 -1.46370 1.14 -1.25 -2.23
H 0.32092 0.31350 3.50275 -1.01 -2.46 -3.31
H -1.35277 -0.26302 2.63385 2.28 -0.63 0.12
H -0.14554 -1.56074 3.26962 0.17 1.43 -1.75
H -1.71623 0.61143 -1.89421 -0.14 1.15 -0.80
H -1.22026 1.87065 -0.74014 -1.13 1.61 1.42
H 1.18312 2.46115 -1.71011 -0.78 -0.46 -0.38
H 0.05964 -0.97507 -2.54921 0.07 -0.02 1.73
H 1.88109 -2.10414 0.74271 -0.76 0.48 -3.60
N -0.16035 0.32916 0.50441 -0.71 0.31 -0.77
N 0.28926 -0.96791 -1.52016 -2.00 1.44 -0.33
O 0.18661 -0.75229 1.27851 1.00 -0.73 1.30
S 0.25917 2.02743 -2.63484 -0.12 0.39 -0.09
S 1.72680 -1.78530 -1.28069 1.57 -0.53 3.41
```
Forces are in eV/Å.

The calculation puts the LUMO energy at -0.79 eV. The frontier orbital gap comes out at 7.34 eV. Its spin multiplicity is 1.

Results of the natural (NBO) charge analysis, in e, for atoms 1 through 4: C -0.273; C 0.358; C -0.545; H 0.174

DFT (ωB97M-V/def2-TZVPD) results for the molecule C6H8 in a non-equilibrium geometry.

```
14
Properties=species:S:1:pos:R:3:forces:R:3
C 1.61791 0.29376 -0.21086 0.39 -2.51 1.14
C 0.37166 0.59724 -0.79645 -2.66 1.23 -2.89
C 1.35760 -1.21038 -0.09651 1.66 -2.01 1.29
C 0.07763 -0.53517 -0.06435 -0.25 1.02 4.01
C -0.48503 1.63769 -1.35506 -2.62 -1.72 3.43
C -0.84219 -0.63974 1.53777 2.13 0.41 -1.92
H 1.42755 -1.92803 -0.91731 0.76 0.44 -0.48
H 1.64741 -1.72790 0.85042 -0.08 0.52 -0.69
H -1.19833 1.11526 -2.03390 0.15 0.69 0.59
H 0.01613 2.35710 -1.88302 1.17 2.04 -1.02
H -1.06815 2.05044 -0.36453 0.80 -0.13 -2.57
H -0.59730 0.27904 2.12359 -0.63 -0.66 -0.76
H -0.50866 -1.52999 2.10343 -0.12 0.41 -0.66
H -1.81623 -0.75932 1.10677 -0.70 0.25 0.54
```
Forces are in eV/Å.

As for the expectation value of S²: 2.026. The calculation puts the LUMO energy (alpha / beta) at 1.00 / -1.42 eV. The frontier orbital gap (alpha / beta) comes out at 5.95 / 8.02 eV. Its spin multiplicity is 3.

Results of the Mulliken charge analysis, in e, for atoms 1 through 4: C -0.747; C 0.553; C -0.363; C 0.251

DFT (ωB97M-V/def2-TZVPD) results for the molecule C4H6N2 in a non-equilibrium geometry.

```
12
Properties=species:S:1:pos:R:3:forces:R:3
C -2.33382 -0.64123 -0.60802 1.41 1.36 -2.35
C -2.66126 -1.30644 0.42787 1.61 -1.28 1.46
C -1.09054 0.22473 -0.89833 -4.91 0.25 -0.92
C 1.73556 -0.34082 1.00501 4.00 -2.15 -1.61
N -0.04693 0.30773 -0.27999 5.47 -0.72 3.47
N 0.40191 -0.33674 0.78237 -5.15 0.59 -0.99
H -2.91686 -0.65624 -1.46939 -1.54 0.44 -1.37
H -1.36073 1.13077 -1.46038 0.19 -0.56 -0.24
H -1.77754 -1.74144 0.89805 -0.50 -0.33 1.42
H 2.31571 -0.42413 0.02191 -0.29 0.33 1.25
H 1.99374 0.53253 1.52857 0.63 1.55 0.57
H 2.11270 -1.16379 1.67760 -0.92 0.54 -0.68
```
Forces are in eV/Å.

The calculation puts the LUMO energy (alpha / beta) at -0.90 / -0.81 eV. The frontier orbital gap (alpha / beta) comes out at 7.95 / 7.82 eV. Its spin multiplicity is 1.

Results of the natural (NBO) charge analysis, in e, for atoms 1 through 4: C -0.390; C -0.050; C 0.045; C -0.453

DFT (ωB97M-V/def2-TZVPD) results for the molecule C4H6N2 in a non-equilibrium geometry.

```
12
Properties=species:S:1:pos:R:3:forces:R:3
C 0.11967 -0.12165 0.47407 1.00 -0.48 0.71
C 0.27454 -0.23860 1.81825 0.90 3.55 -0.83
C -0.08575 -1.25621 -0.55148 -0.51 4.53 0.14
C 0.36763 1.06400 -0.43214 -3.04 -3.42 0.25
N -0.64413 1.27029 -1.45347 -1.19 -0.42 0.33
N 0.40588 0.44143 -1.76837 0.57 -2.32 0.43
H 0.62100 0.74166 2.43336 -0.98 -2.53 -1.43
H 0.17919 -1.15529 2.34900 -0.12 -0.54 0.27
H 0.67822 -1.95546 -0.69923 0.73 -1.10 -0.07
H -1.14679 -1.46923 -0.65198 0.26 -0.48 -0.71
H 0.74094 1.95765 -0.16018 2.11 2.61 0.86
H -1.51039 0.72140 -1.35782 0.27 0.62 0.05
```
Forces are in eV/Å.

The calculation puts the LUMO energy (alpha / beta) at 0.22 / 0.24 eV. The frontier orbital gap (alpha / beta) comes out at 8.59 / 8.72 eV. Its spin multiplicity is 1.

Results of the natural (NBO) charge analysis, in e, for atoms 1 through 4: C -0.074; C -0.400; C -0.287; C -0.021

The records above yield relative energy (zero: lowest compared OMol25 entry of this formula, charge and spin) values of 0.592; 7.369; 4.050; 7.077; 6.055 eV, respectively.